The following is a DFT calculation (ωB97M-V/def2-TZVPD) of a single C7H10N4O2 molecule.

Last column: Löwdin charge in e.
Element x y z (Å)
1 C -0.03198 -1.05365 0.03145  0.047
2 C -0.69579 0.19389 0.07954  -0.368
3 C 1.30071 -0.72163 0.14702  -0.252
4 C 3.63739 -0.83964 -0.10923  -0.284
5 C 2.57715 1.33622 0.40406  -0.143
6 C -4.30231 -0.17107 -0.12780  -0.066
7 C -2.87591 -0.67260 0.01809  -0.261
8 N 0.15753 1.19310 0.21906  0.149
9 N 1.38521 0.62479 0.28406  -0.106
10 N 2.46338 -1.46549 0.04345  0.113
11 N 2.79397 2.39248 -0.45653  0.095
12 O 4.76020 -1.23268 -0.22211  0.055
13 O -2.01055 0.45121 -0.01312  -0.025
14 H -0.45042 -2.03180 -0.06853  0.097
15 H 3.06160 1.35884 1.36887  0.117
16 H -4.44523 0.28009 -1.10610  0.077
17 H -4.99745 -0.99803 -0.00966  0.076
18 H -4.50229 0.58012 0.63233  0.079
19 H -2.62605 -1.36463 -0.79834  0.121
20 H -2.75465 -1.20313 0.97459  0.128
21 H 2.34579 -2.45749 -0.16314  0.163
22 H 3.18910 3.22646 -0.04775  0.093
23 H 2.02060 2.57463 -1.08020  0.093

- LUMO energy (alpha / beta): 0.37 / 0.53 eV
- Gap between HOMO and LUMO (alpha / beta): 7.497 / 7.890 eV
- F_max: 3.18 eV/Å
- Energy relative to the best compared isomer or geometry (same formula, charge and spin): 82.39 kcal per mole



The following is a DFT calculation (ωB97M-V/def2-TZVPD) of 2 unconnected molecules or ions with the total composition C7H10N4O2S.

Last column: Löwdin charge in e.
Element x y z (Å)
1 C -1.62381 1.71524 0.47778  -0.215
2 C 1.59768 1.18705 -1.22742  -0.098
3 C 1.42132 0.57974 0.86818  -0.077
4 C 1.57576 1.71619 0.06931  -0.351
5 C -2.21664 -1.99317 -0.21162  -0.098
6 C -1.85890 -0.52648 -0.34828  -0.154
7 C -2.04401 0.35052 0.64001  -0.110
8 N -1.17850 2.78296 0.33723  0.150
9 N 1.51280 -0.10633 -1.20508  -0.016
10 N 1.38881 -0.51752 0.07030  -0.267
11 N 1.74759 2.99348 0.49588  0.114
12 O 0.36792 -2.45988 1.38183  -0.433
13 O 1.17525 -2.78179 -1.02564  -0.305
14 S 1.48785 -2.31467 0.46870  0.970
15 H 1.64945 1.67546 -2.16790  0.110
16 H 1.28922 0.43005 1.94768  0.132
17 H -2.09212 -2.20455 0.85015  0.058
18 H -3.13535 -2.21273 -0.74654  0.077
19 H -1.30715 -2.64637 -0.60225  0.091
20 H -1.26358 -0.48291 -1.24691  0.100
21 H 1.18120 -1.94343 -1.55907  0.046
22 H -2.60245 -0.00417 1.54015  0.131
23 H 1.33899 3.10189 1.38484  0.077
24 H 1.58864 3.66142 -0.19132  0.071

- LUMO energy: 0.55 eV
- Gap between HOMO and LUMO: 8.689 eV
- F_max: 3.07 eV/Å
- Energy relative to the best compared isomer or geometry (same formula, charge and spin): 16.84 kcal per mole



The following is a DFT calculation (ωB97M-V/def2-TZVPD) of a gas-phase ion, C7H10N4OPS (charge +1).

Last column: Löwdin charge in e.
Element x y z (Å)
1 C -1.32083 2.52500 -0.25482  -0.307
2 C -0.71189 1.29792 -0.21493  -0.230
3 C -1.46500 0.17714 -0.13437  -0.530
4 C 0.72487 1.31631 0.01364  -0.366
5 C -2.32653 -1.97991 0.24712  -0.241
6 C -3.48077 -1.11123 0.50551  -0.366
7 C 3.65027 -1.24019 -0.90399  -0.115
8 N -1.76027 3.58242 -0.38428  0.215
9 N 1.40357 0.22100 -0.19228  -0.048
10 N -1.22412 -1.08996 0.05142  0.047
11 N 1.30681 2.48947 0.35475  0.223
12 O 3.85332 1.23846 0.49862  -0.237
13 P 2.99479 0.24974 -0.14086  0.854
14 S -3.12811 0.54412 -0.22507  1.118
15 H -2.26324 -2.55627 1.09348  0.096
16 H -2.22090 -2.81830 -0.49330  0.156
17 H -4.34433 -1.52097 -0.03030  0.094
18 H -3.58696 -1.07459 1.65585  0.135
19 H 3.47606 -1.22573 -1.96534  0.071
20 H 4.67939 -1.38893 -0.60560  0.074
21 H 2.92140 -1.89167 -0.45881  0.047
22 H -0.36883 -1.45802 0.38027  0.137
23 H 0.85617 3.20404 0.76353  0.076
24 H 2.33515 2.51014 0.43975  0.098

- LUMO energy: -4.89 eV
- Gap between HOMO and LUMO: 7.475 eV
- F_max: 5.03 eV/Å
- Energy relative to the best compared isomer or geometry (same formula, charge and spin): 32.89 kcal per mole
- Net charge: +1



The following is a DFT calculation (ωB97M-V/def2-TZVPD) of a single C7H10N4S molecule.

Last column: Mulliken spin population.
Element x y z (Å)
1 C 3.56415 -0.24973 -0.03993  0.126
2 C 4.22477 -1.38766 0.28860  -0.042
3 C 2.10830 -0.37263 -0.11632  -0.130
4 C 1.23065 0.58530 -0.61156  0.387
5 C -0.24040 0.21169 -0.51536  0.014
6 C 1.64589 -1.64989 0.39657  1.231
7 C -2.97357 -0.32284 0.80515  0.009
8 N -0.92189 0.92295 0.26991  0.043
9 N 1.28059 1.84686 -0.87930  0.182
10 N -0.57649 -0.92757 -1.21043  0.052
11 N -2.25572 0.91331 0.70662  0.011
12 S 2.96784 -2.55460 0.79798  0.112
13 H 4.02656 0.65312 -0.35272  0.011
14 H 5.32997 -1.64576 0.40539  0.003
15 H -2.81535 -0.59002 -0.23343  0.000
16 H -2.47342 -1.11177 1.41132  -0.005
17 H -3.97449 0.02567 0.93398  0.000
18 H 1.99892 2.50080 -1.09672  -0.008
19 H 0.40018 2.19811 -1.38832  0.005
20 H -1.15443 -1.64854 -0.64805  -0.004
21 H 0.26076 -1.22096 -1.66019  0.004
22 H -2.38770 1.44567 1.51995  -0.002

- LUMO energy (alpha / beta): 0.85 / -1.41 eV
- Gap between HOMO and LUMO (alpha / beta): 6.509 / 6.427 eV
- Spin multiplicity: 3
- F_max: 6.45 eV/Å
- Energy relative to the best compared isomer or geometry (same formula, charge and spin): 24.37 kcal per mole



The following is a DFT calculation (ωB97M-V/def2-TZVPD) of a single C7H10N4Si molecule.

Last column: Löwdin charge in e.
Element x y z (Å)
1 C 1.81846 1.94226 -2.61317  -0.058
2 C -1.78245 -1.81752 -0.00545  -0.098
3 C 1.10164 0.71403 -2.90841  -0.123
4 C -0.99534 -2.09041 1.11809  -0.311
5 C 1.33659 2.28743 -1.39006  -0.076
6 C -1.81937 -0.52849 -0.31671  -0.139
7 C -0.39691 1.36030 0.16621  -0.152
8 N 0.25530 0.42410 -1.91145  0.056
9 N -0.30691 -1.26244 1.77636  -0.165
10 N 0.43016 1.31903 -0.97127  -0.126
11 N -1.33041 0.58088 0.40280  0.096
12 Si 0.53120 -1.35117 3.31878  0.551
13 H 2.44504 2.52540 -3.22138  0.077
14 H -2.39250 -2.51158 -0.58062  0.107
15 H 0.88279 0.17304 -3.95895  0.147
16 H -0.89665 -3.18760 1.43463  0.112
17 H 1.38747 3.21526 -0.91049  0.098
18 H -2.21488 -0.12955 -1.21597  0.100
19 H -0.01457 2.18026 0.90544  0.164
20 H -0.02314 -0.11220 3.84210  -0.095
21 H 0.05867 -2.50572 4.19561  -0.080
22 H 1.92580 -1.22532 2.84391  -0.084

- LUMO energy: 0.76 eV
- SMILES: [SiH3]/N=C/C=C\N=C/n1cccn1
- Gap between HOMO and LUMO: 8.867 eV
- F_max: 4.63 eV/Å
- Energy relative to the best compared isomer or geometry (same formula, charge and spin): 21.05 kcal per mole



The following is a DFT calculation (ωB97M-V/def2-TZVPD) of 2 unconnected molecules or ions with the total composition C7H10N6.

Last column: Mulliken spin population.
Element x y z (Å)
1 C -3.73308 0.27586 -0.90138  0.005
2 C -3.88441 -0.04110 0.43562  -0.011
3 C -2.49565 0.51252 -1.44010  -0.008
4 C -2.82767 -0.21923 1.26335  0.008
5 C -1.39659 0.16984 -0.68953  0.096
6 C -1.60819 -0.19469 0.67269  -0.004
7 C 0.57599 -0.13368 0.19445  0.821
8 N -0.06723 0.25665 -0.88890  -0.002
9 N -0.31634 -0.47176 1.18241  0.022
10 N 3.46618 0.02934 1.93522  -0.009
11 N 2.90822 0.65411 -1.38108  0.187
12 N 3.24525 0.70202 0.77191  0.202
13 N 2.77292 0.00609 -0.25574  0.634
14 H -4.56848 0.28922 -1.51908  0.000
15 H -4.85868 -0.35406 0.85189  0.000
16 H -2.42505 0.68286 -2.44533  -0.001
17 H -3.13110 -0.63751 2.23192  0.001
18 H 0.07438 -0.80268 2.08858  -0.017
19 H 2.69765 -0.56925 2.08194  0.016
20 H 4.12524 -0.62860 1.70397  0.008
21 H 2.56501 1.65876 -1.52018  0.036
22 H 2.49301 0.25958 -2.23949  -0.003
23 H 3.01395 1.68338 0.83296  0.019

- LUMO energy (alpha / beta): 0.87 / -1.23 eV
- Gap between HOMO and LUMO (alpha / beta): 7.135 / 7.137 eV
- Spin multiplicity: 3
- F_max: 5.32 eV/Å



The following is a DFT calculation (ωB97M-V/def2-TZVPD) of a molecular structure, C7H10NO2PS.

Last column: Löwdin charge in e.
Element x y z (Å)
1 C -0.89019 -3.40242 -2.14758  -0.097
2 C -0.67935 -2.50574 -3.22709  -0.097
3 C -1.12505 -2.64898 -1.04000  -0.175
4 C -0.80694 -1.24233 -2.73819  -0.165
5 C 0.63584 0.76307 0.10472  -0.436
6 C 2.23360 1.97491 2.10058  -0.157
7 C -0.72668 1.82742 2.42342  -0.173
8 N -1.07409 -1.32762 -1.39815  -0.544
9 O 1.50839 0.25581 -0.48346  0.075
10 O 0.48528 3.45436 0.51950  -0.319
11 P 0.62128 2.19962 1.26227  0.552
12 S -1.44905 -0.05989 -0.38569  0.825
13 H -0.86351 -4.47157 -2.20134  0.091
14 H -0.46393 -2.77678 -4.24166  0.092
15 H -1.34897 -2.92434 -0.02816  0.100
16 H -0.71396 -0.28779 -3.21372  0.108
17 H 2.31331 2.72144 2.88931  0.057
18 H 2.33551 0.97738 2.51794  0.057
19 H 3.01549 2.15431 1.36537  0.059
20 H -1.64117 1.72315 1.84187  0.030
21 H -0.53827 0.91842 2.98526  0.058
22 H -0.82754 2.67757 3.09481  0.060

- LUMO energy: -0.07 eV
- Gap between HOMO and LUMO: 8.335 eV
- F_max: 2.98 eV/Å
- Energy relative to the best compared isomer or geometry (same formula, charge and spin): 59.72 kcal per mole



The following is a DFT calculation (ωB97M-V/def2-TZVPD) of 2 unconnected molecules or ions with the total composition C7H10O.

Last column: Löwdin charge in e.
Element x y z (Å)
1 C -1.44637 -1.31667 -0.45167  -0.114
2 C -1.36604 -1.14728 0.91061  -0.091
3 C -1.12206 0.14425 1.41184  -0.062
4 C -1.14293 1.22339 0.46781  -0.094
5 C -1.39573 1.03928 -0.86236  -0.104
6 C -1.56293 -0.24468 -1.28359  -0.113
7 C 2.98777 0.34267 0.01209  -0.158
8 H -1.81229 -2.24742 -0.73606  0.087
9 H -1.63816 -2.06154 1.41247  0.102
10 H -0.87792 0.34795 2.47863  0.110
11 H -1.06272 2.14151 1.00060  0.088
12 H -1.48384 1.85071 -1.59920  0.116
13 H -1.67373 -0.40370 -2.32459  0.097
14 H 1.49158 -0.78594 -0.29927  -0.009
15 H 4.11124 0.29853 -0.31822  0.100
16 H 2.69611 1.20470 -0.65309  0.080
17 H 2.91390 0.55906 1.08597  0.069
18 O 2.38410 -0.94481 -0.25199  -0.104

- LUMO energy: 0.95 eV
- SMILES: c1ccccc1.CO
- Gap between HOMO and LUMO: 10.509 eV
- F_max: 3.68 eV/Å
- Energy relative to the best compared isomer or geometry (same formula, charge and spin): 33.41 kcal per mole



The following is a DFT calculation (ωB97M-V/def2-TZVPD) of a single C7H10O molecule.

Last column: Löwdin charge in e.
Element x y z (Å)
1 C 0.16808 0.83038 -0.66027  -0.349
2 C 1.43068 0.40256 -1.32059  -0.141
3 C 1.44005 -1.01397 -0.75721  -0.118
4 C 0.62608 -1.59690 0.15311  -0.108
5 C -0.55320 -1.12911 0.95353  -0.147
6 C -1.24752 -0.00783 1.10871  -0.094
7 C -1.48650 1.45152 0.50187  -0.169
8 H -0.51244 0.01284 -0.93090  0.124
9 H 0.56134 0.57815 0.36556  0.120
10 H 2.44341 0.87326 -0.96937  0.154
11 H 1.30942 0.27802 -2.41327  0.116
12 H 2.23238 -1.68303 -1.02212  0.090
13 H 0.99680 -2.65020 0.48240  0.126
14 H -0.76729 -1.92072 1.68748  0.098
15 H -1.96859 -0.00194 2.00653  0.124
16 H -2.49465 1.47892 -0.02719  0.142
17 H -1.55158 2.15837 1.36047  0.124
18 O -0.62648 1.93968 -0.51874  -0.090

- LUMO energy: 0.90 eV
- SMILES: C1=C\CCOC\C=C/1
- Gap between HOMO and LUMO: 9.603 eV
- F_max: 3.91 eV/Å
- Energy relative to the best compared isomer or geometry (same formula, charge and spin): 112.12 kcal per mole



The following is a DFT calculation (ωB97M-V/def2-TZVPD) of a single C7H10O molecule.

Last column: Löwdin charge in e.
Element x y z (Å)
1 C -0.56845 0.19418 1.27983  -0.210
2 C -1.51491 0.19238 -1.11807  -0.050
3 C -0.13685 1.65898 1.36889  -0.094
4 C -0.49438 -0.32643 -0.13888  -0.310
5 C 2.00588 -0.75129 -0.99593  -0.222
6 C 1.19634 -2.14106 -0.58858  0.010
7 C 0.10461 -1.50059 -0.36089  -0.049
8 O 2.52918 0.02665 -0.23828  0.053
9 H 2.41711 -0.98135 -1.98776  0.115
10 H 0.07899 -0.39947 1.92324  0.113
11 H -1.59302 0.08720 1.65036  0.112
12 H 1.40655 -3.13249 -0.94975  0.088
13 H -1.35787 -0.22825 -2.11384  0.082
14 H -2.52752 -0.06572 -0.78586  0.087
15 H -1.46516 1.28390 -1.17069  0.073
16 H 0.90615 1.77825 1.07973  0.067
17 H -0.76050 2.29624 0.74858  0.063
18 H -0.22615 2.00888 2.39791  0.072

- LUMO energy: 0.80 eV
- SMILES: CCC(C)=C=CC=O
- Gap between HOMO and LUMO: 9.254 eV
- F_max: 5.33 eV/Å
- Energy relative to the best compared isomer or geometry (same formula, charge and spin): 84.18 kcal per mole



The following is a DFT calculation (ωB97M-V/def2-TZVPD) of a molecular structure, C7H10O.

Last column: Löwdin charge in e.
Element x y z (Å)
1 C -0.68228 -0.29905 -1.62121  -0.113
2 C 0.35075 -1.31077 -1.08097  -0.129
3 C 0.48792 -1.06238 0.56816  -0.075
4 C 0.25474 0.35525 1.61880  -0.106
5 C 0.23694 1.81151 1.00841  -0.214
6 C -0.50404 0.64577 -0.38699  -0.354
7 C -0.69239 -0.24471 0.89895  -0.309
8 H -1.67516 -0.71211 -1.95886  0.122
9 H -0.51381 0.09438 -2.53317  0.055
10 H 1.28061 -1.25496 -1.80734  0.128
11 H 0.02794 -2.37833 -1.30006  0.111
12 H 0.66005 -1.86968 1.18961  0.074
13 H 1.02837 0.07075 2.49691  0.182
14 H 0.38293 2.56611 2.03193  0.188
15 H 1.21571 1.83499 0.17516  0.185
16 H 0.68332 0.62864 -0.40972  0.117
17 H -1.69163 -0.71261 0.94709  0.166
18 O -0.84998 1.83719 0.16330  -0.028

- LUMO energy: 1.13 eV
- Gap between HOMO and LUMO: 9.589 eV
- F_max: 7.99 eV/Å
- Energy relative to the best compared isomer or geometry (same formula, charge and spin): 201.41 kcal per mole



The following is a DFT calculation (ωB97M-V/def2-TZVPD) of a molecular structure, C7H10O.

Last column: Löwdin charge in e.
Element x y z (Å)
1 C 2.07719 -0.53982 0.17541  -0.230
2 C 0.63846 -0.41803 -0.08187  -0.239
3 C -0.19025 -1.06009 -0.81120  -0.074
4 C -1.44430 -0.37499 -0.60752  -0.261
5 C -1.45722 -0.24296 0.95694  -0.067
6 C -0.29554 0.64132 0.56751  -0.256
7 C -1.02410 1.21199 -0.71743  -0.013
8 H 2.30946 1.40895 0.21125  0.132
9 H 2.12779 -0.64781 1.28414  0.133
10 H 2.47791 -1.44066 -0.17480  0.107
11 H -0.02902 -2.06364 -1.12939  0.120
12 H -2.30696 -0.57901 -1.35888  0.154
13 H -1.22624 -1.22517 1.51196  0.146
14 H -2.30259 0.21603 1.30450  0.069
15 H 0.21325 1.28943 1.27009  0.122
16 H -1.92531 1.84594 -0.53931  0.114
17 H -0.33608 1.35501 -1.54322  0.103
18 O 2.69356 0.62353 -0.31818  -0.059

- LUMO energy: 0.90 eV
- Gap between HOMO and LUMO: 9.858 eV
- F_max: 5.16 eV/Å
- Energy relative to the best compared isomer or geometry (same formula, charge and spin): 84.28 kcal per mole